[1]
C27H28N2O2 | wB97M-V/def2-TZVPD

Structure (XYZ):
```
59
Properties=species:S:1:pos:R:3:forces:R:3
O -2.793 1.096 -2.150 0.1577 -0.2912 -0.3783
O -1.888 -1.370 1.593 0.1645 -0.3370 -0.2651
N 0.965 2.219 -2.883 -0.6431 -0.7819 0.9123
N 3.559 -1.674 1.352 -0.6009 0.3306 -1.0792
C 2.875 -1.085 0.333 -0.0818 0.0252 1.0280
C -3.971 -1.903 0.481 -0.0646 0.0339 0.2391
C -2.144 -0.610 -0.636 -0.5422 -0.1458 -0.4808
C -6.357 -1.654 -0.266 -0.0325 -0.0722 0.0154
C 0.699 -0.668 3.250 -0.2056 -0.1485 0.6537
C -5.240 0.236 0.901 -0.0410 -0.1029 -0.0376
C -2.563 -1.289 0.553 -0.4453 0.1728 -0.4625
C 0.256 1.521 -1.952 1.0865 0.6484 -0.2260
C 3.332 2.994 -3.124 0.4520 -0.0266 0.3063
C 2.303 2.299 -2.502 -0.0645 0.0944 0.5976
C 3.670 1.708 -0.607 0.7462 0.3578 -0.2815
C 0.740 0.276 0.163 0.6986 0.1668 0.0380
C 1.587 -0.956 2.226 0.7392 -0.2009 -0.0053
C 4.729 2.410 -1.217 -0.4131 -0.2060 0.2611
C 1.650 -0.569 0.817 0.1643 -0.3224 0.2801
C 2.327 -1.519 4.866 0.2948 -0.2981 -0.5907
C 2.806 -1.604 2.532 -0.3039 0.6714 -0.0303
C 3.197 -1.908 3.831 -0.3783 0.1599 0.4237
C 4.911 -2.193 1.246 0.2326 -0.1702 -0.1922
C -4.533 -0.414 -1.436 0.0141 0.2650 0.0262
C -5.023 -0.931 -0.072 0.1489 0.1331 -0.1669
C 1.119 1.085 -0.928 -0.0237 0.0708 -0.3214
C 4.567 3.047 -2.457 -0.5234 -0.1554 -0.2693
C 2.444 1.631 -1.254 -0.1727 -0.0559 -0.8592
C -3.079 0.100 -1.453 -0.1485 -0.6030 0.6089
C 0.364 2.827 -4.056 -0.3384 -0.0560 -0.2227
C 1.080 -0.940 4.573 0.0084 0.0741 -0.5772
H -0.520 3.399 -3.751 0.2766 -0.0697 -0.1158
H -1.102 -0.615 -0.928 -0.0464 0.3788 0.3142
H -0.261 0.356 0.581 0.1091 -0.0855 -0.1068
H -0.810 1.352 -2.064 -0.3909 -0.0461 -0.0427
H -5.207 0.374 -1.798 0.2025 -0.0496 0.0301
H 5.698 2.463 -0.714 -0.3670 -0.0001 -0.1396
H -0.285 -0.282 2.998 0.1278 0.0433 0.1796
H 4.145 -2.414 4.010 -0.2482 0.2363 0.2298
H -7.110 -0.967 -0.676 0.1203 -0.1441 0.0853
H -4.305 0.766 1.109 -0.1245 -0.0358 -0.0295
H 3.153 3.472 -4.087 0.2788 -0.0183 0.2988
H -4.599 -1.247 -2.157 0.1538 0.2143 0.1026
H 3.276 -1.055 -0.677 -0.0528 -0.0052 0.3096
H 3.804 1.229 0.359 0.1090 0.1702 -0.1410
H 5.215 -2.561 2.230 0.0164 0.0435 -0.3601
H -6.248 -2.497 -0.961 -0.0349 0.1298 0.1218
H 4.952 -3.012 0.514 -0.0270 0.1625 0.2989
H 0.036 2.056 -4.766 0.1794 0.1921 0.1477
H -3.929 -2.772 -0.194 0.1061 0.1235 0.1327
H -5.645 -0.148 1.847 0.1002 0.1519 -0.1259
H -6.727 -2.042 0.692 0.0236 0.0567 -0.1735
H 5.401 3.592 -2.904 -0.2768 -0.2167 0.1472
H 5.610 -1.407 0.919 -0.2887 -0.2149 0.2069
H -5.963 0.944 0.474 0.1610 -0.0882 0.1379
H -4.281 -2.267 1.468 0.1514 0.0936 -0.0172
H 1.092 3.483 -4.536 -0.2175 -0.0875 0.0832
H 2.620 -1.670 5.905 -0.1041 -0.0841 -0.3063
H 0.399 -0.690 5.385 0.1787 -0.0812 -0.2122
```
Forces are in eV/Å.

These are the Mulliken partial charges, in e, on atoms 1 to 6: number 1, O, carries -0.846; number 2, O, carries -0.637; number 3, N, carries 0.174; number 4, N, carries 0.260; number 5, C, carries -1.459; number 6, C, carries -1.138


[2]
C3H2FNO | wB97M-V/def2-TZVPD

Structure (XYZ):
```
8
Properties=species:S:1:pos:R:3:forces:R:3
F 1.195 -0.565 0.693 -0.0817 -0.0919 0.1628
O -2.887 0.134 1.116 -0.4072 0.5090 0.8766
N -2.139 -0.508 0.475 0.1179 0.0862 -1.0679
C 1.663 0.446 0.073 0.4423 0.8152 -0.3144
C 2.118 1.420 -0.458 -0.5018 -1.5495 0.6168
C -1.419 -0.990 -0.314 -0.2668 -0.5396 0.4640
H 2.688 2.074 -1.034 0.2767 0.8375 -0.4094
H -1.219 -2.011 -0.551 0.4207 -0.0669 -0.3284
```
Forces are in eV/Å.

SMILES ... C#[N+][O-].C#CF

These are the Mulliken partial charges, in e, on atoms 1 to 6: number 1, F, carries -0.227; number 2, O, carries -0.552; number 3, N, carries 0.551; number 4, C, carries 0.061; number 5, C, carries -0.195; number 6, C, carries -0.294


[3]
C4H5N | wB97M-V/def2-TZVPD

Structure (XYZ):
```
10
Properties=species:S:1:pos:R:3:forces:R:3
N -0.250 -0.406 -0.936 -0.0363 0.0207 0.1024
C 0.092 -0.986 0.259 0.0270 0.0855 0.0889
C 0.349 -0.193 1.307 0.0524 -0.1887 -0.1945
C -0.206 0.978 -0.953 0.0823 0.1628 0.2233
C 0.176 1.776 0.055 -0.1413 -0.3235 -0.3009
H -0.701 -0.924 -1.673 0.0843 0.0513 0.0911
H 0.204 -2.065 0.261 0.0103 0.1378 0.0064
H 0.821 -0.518 2.225 -0.1404 -0.0077 -0.0900
H -0.442 1.488 -1.884 0.0024 -0.0155 0.0719
H -0.043 0.850 1.340 0.0593 0.0773 0.0012
```
Forces are in eV/Å.

These are the Mulliken partial charges, in e, on atoms 1 to 6: number 1, N, carries -0.116; number 2, C, carries -0.004; number 3, C, carries -0.778; number 4, C, carries -0.033; number 5, C, carries -0.633; number 6, H, carries 0.237


[4]
CH8NO2 | wB97M-V/def2-TZVPD

Structure (XYZ):
```
12
Properties=species:S:1:pos:R:3:forces:R:3
O 1.231 2.231 0.221 0.1462 1.1034 -2.8823
O 0.008 -2.601 1.015 -1.4159 -2.4425 -0.4502
N -1.071 0.786 -0.578 1.6578 0.2468 -4.3887
C -0.506 -0.337 -0.877 -1.9268 -0.7101 -1.2124
H 0.121 -0.585 -1.735 -0.1039 1.4341 -0.3862
H 1.674 2.222 1.040 0.9471 0.0770 1.6154
H -0.956 -1.274 -0.620 0.5966 -0.4942 2.4501
H -1.357 1.129 0.289 -1.3929 -0.1705 1.7732
H -1.151 1.471 -1.384 1.1512 -0.3124 1.7248
H -0.298 -3.548 1.241 0.7936 2.2747 -0.4957
H 0.518 -2.324 1.758 0.6362 0.1699 0.9669
H 1.787 2.831 -0.370 -1.0892 -1.1761 1.2850
```
Forces are in eV/Å.

Net charge ... +1

These are the Mulliken partial charges, in e, on atoms 1 to 6: number 1, O, carries -0.613; number 2, O, carries -0.622; number 3, N, carries -0.144; number 4, C, carries -0.042; number 5, H, carries 0.281; number 6, H, carries 0.307


[5]
C9H8Cl2N2OSSeTi | wB97M-V/def2-TZVPD

Structure (XYZ):
```
25
Properties=species:S:1:pos:R:3:forces:R:3
Se 5.044 2.112 2.804 0.0890 0.0313 0.0381
Ti 1.320 0.130 0.870 0.0633 0.6460 -0.8465
Cl 2.086 -1.966 0.278 0.2075 -0.6665 -0.2603
Cl -0.319 1.025 -3.609 0.0293 -0.0163 0.0277
S 1.697 0.920 -1.186 0.0214 -0.1931 0.4304
O -0.442 0.517 1.382 -0.2025 0.3922 0.2953
N 2.554 1.003 1.823 0.1288 0.0445 0.1963
N -0.761 2.573 2.242 -0.0371 0.1125 0.0320
C -0.451 -2.845 -2.673 -0.0391 -0.0041 -0.0246
C -0.647 -1.620 -3.304 -0.0144 -0.0658 0.0061
C -2.676 1.102 1.968 0.0149 0.0405 0.0269
C 0.832 -0.528 -1.722 0.0624 -0.0688 0.1341
C 0.361 -2.947 -1.558 -0.0292 0.0905 0.0030
C -0.037 -0.475 -2.828 -0.0870 0.0782 0.0012
C 3.618 1.475 2.240 -0.1983 -0.0110 -0.0390
C 0.995 -1.793 -1.138 0.0888 -0.0535 0.1087
C -1.234 1.423 1.855 -0.0604 -0.3185 -0.0733
H -2.803 0.440 2.830 -0.0151 -0.0058 -0.0145
H -1.385 3.280 2.609 0.0245 0.0026 -0.0064
H 0.227 2.790 2.213 -0.0270 -0.0315 -0.0198
H 0.516 -3.889 -1.051 0.0192 -0.0045 -0.0084
H -0.935 -3.732 -3.059 -0.0066 0.0096 -0.0125
H -2.998 0.561 1.081 -0.0073 0.0094 -0.0088
H -3.280 1.994 2.112 -0.0207 -0.0182 0.0130
H -1.281 -1.551 -4.177 -0.0043 0.0003 0.0016
```
Forces are in eV/Å.

Net charge ... +2

These are the Mulliken partial charges, in e, on atoms 1 to 6: number 1, Se, carries 0.197; number 2, Ti, carries 1.136; number 3, Cl, carries -0.143; number 4, Cl, carries -0.147; number 5, S, carries -0.093; number 6, O, carries -0.608


[6]
C31H53B3O12 | wB97M-V/def2-TZVPD

Structure (XYZ):
```
99
Properties=species:S:1:pos:R:3:forces:R:3
O 1.801 -3.589 -0.985 -0.0431 0.0105 0.0993
O 0.568 5.236 -0.528 -0.3175 -0.7955 0.0901
O 2.438 3.984 0.187 0.2539 0.3329 -0.3321
O -2.018 -10.561 -4.107 -0.0655 -0.0315 0.0265
O -0.922 -9.610 -5.842 0.0052 0.0611 -0.0059
O 1.075 5.059 1.774 0.1257 0.0079 -0.4070
O 3.706 4.072 5.442 -0.0854 0.2569 -0.2469
O 3.765 -4.455 -1.683 0.0580 -0.0375 0.0142
O 0.804 1.246 -2.723 0.3121 0.0498 -0.0202
O -0.539 -8.875 -3.851 -0.0006 0.0534 0.0294
O 2.649 5.828 4.542 0.2315 0.0146 0.0706
O 1.870 -4.548 -2.915 -0.0552 -0.0206 0.0187
C 1.974 0.630 0.519 0.1053 -0.0257 -0.0672
C -2.627 5.031 4.714 -0.1040 -0.0279 0.1133
C -0.329 -0.873 0.780 -0.4167 -0.1266 -0.0514
C 4.156 4.582 3.145 -0.0702 0.2436 0.0215
C -3.573 4.469 3.965 -0.0152 0.0899 -0.0352
C 2.595 -4.226 -1.845 -0.0387 0.0776 -0.0593
C -2.252 6.481 4.531 -0.0335 -0.1340 0.0550
C 1.578 3.550 -2.195 -0.2589 0.3111 -0.1165
C 1.307 0.182 -0.608 0.1944 0.0034 -0.5855
C 1.495 0.325 1.777 -0.2441 -0.0914 0.2074
C 0.328 -0.425 1.905 0.5384 0.3493 0.4589
C -3.040 -10.016 -7.003 -0.0161 0.1268 0.1266
C 1.801 0.556 -1.987 -0.2018 -0.3273 0.0441
C 0.450 2.481 -2.137 -0.1861 0.4747 -0.0590
C -1.319 3.290 1.930 -0.2909 0.1964 -0.0689
C -1.358 4.560 1.051 0.2800 0.0473 0.1663
C -0.828 -8.877 -2.450 0.0681 0.0439 0.0861
C 2.436 -3.229 0.247 0.1864 0.1640 0.0883
C -3.979 3.020 4.017 0.1308 0.1598 0.4368
C 3.619 5.431 1.976 0.0799 -0.3149 0.1574
C 2.765 -6.729 -3.573 -0.0544 -0.0406 0.2254
C 3.490 4.777 4.485 -0.0091 -0.3275 0.1918
C -0.796 2.981 -2.842 -0.0632 -0.3055 0.3139
C -1.242 -9.760 -4.559 0.0901 -0.0015 -0.0239
C 2.571 -5.275 -3.938 0.0979 -0.0958 -0.2669
C -3.018 2.031 3.351 -0.2032 -0.2539 -0.3749
C -3.737 2.844 1.058 -0.1723 -0.3400 -0.0633
C -1.619 -10.473 -6.756 -0.0651 -0.1688 -0.2091
C -1.901 4.256 5.789 0.0710 0.0911 -0.2764
C 0.154 -0.577 -0.483 -0.1407 -0.0265 0.2202
C -2.571 2.365 1.915 0.1785 0.1560 0.1047
B 2.353 4.810 1.297 -0.2441 0.0147 0.4986
B 1.551 4.304 -0.837 0.3007 0.1511 0.1818
B 0.109 5.011 0.781 -0.0368 0.3808 0.0312
H 2.393 5.904 5.473 -0.1559 -0.0237 0.0084
H 2.025 -0.340 -2.564 -0.0301 -0.0424 -0.0519
H 3.410 -6.832 -2.701 0.0526 0.0440 -0.0281
H -3.132 7.090 4.338 -0.0085 0.0739 -0.0835
H 3.386 6.426 2.349 -0.0025 0.0947 -0.0342
H 2.560 3.133 -2.399 0.0064 -0.1814 -0.0016
H -1.239 -1.442 0.905 -0.0512 -0.0935 -0.1150
H -4.982 2.896 3.609 -0.0221 0.0510 -0.1322
H -2.254 1.414 1.481 0.1045 -0.0123 -0.0575
H -1.158 3.629 2.951 0.1749 -0.0414 0.0447
H -1.566 2.212 -2.788 -0.0433 -0.0402 -0.1210
H -2.130 1.888 3.967 0.0683 0.0007 0.0382
H -1.036 -10.425 -7.673 0.0605 0.0492 0.0353
H 2.865 1.230 0.394 0.0551 0.0687 0.0463
H -0.444 2.691 1.664 0.0119 -0.1127 -0.0038
H -1.752 6.864 5.417 -0.0226 0.1097 0.0529
H 2.015 0.695 2.650 -0.0071 -0.0362 0.1258
H -1.917 5.344 1.569 -0.1924 -0.0092 -0.0577
H 4.125 3.513 2.944 0.0537 -0.0742 -0.0455
H -3.051 -8.982 -7.352 0.0095 -0.0238 -0.0618
H -4.268 3.692 1.483 0.0852 0.1617 -0.0374
H -1.561 6.601 3.694 0.0773 0.0212 -0.0230
H -1.839 -8.516 -2.271 -0.0264 -0.0535 -0.0051
H -3.506 -10.646 -7.761 0.0159 -0.0031 -0.0219
H -3.425 3.094 0.047 0.0280 0.0607 -0.0444
H 1.806 -7.195 -3.346 -0.0141 -0.0158 -0.1090
H -1.178 3.859 -2.323 0.0716 0.1807 -0.1258
H -1.352 3.407 5.381 0.0055 -0.0877 0.0063
H -4.459 2.031 0.956 -0.0833 0.0022 0.0689
H 1.938 -5.185 -4.819 -0.0673 0.0511 0.0472
H 2.699 -4.121 0.814 -0.0187 -0.0205 -0.0160
H -0.054 -0.643 2.892 -0.0728 -0.0526 0.0422
H 4.413 5.523 1.236 0.0228 -0.0071 -0.0654
H -4.103 5.110 3.268 0.0361 -0.0012 -0.1172
H 5.204 4.826 3.326 0.0664 -0.0498 0.0255
H 1.327 4.245 -2.998 0.1313 -0.0334 -0.1417
H 1.729 -2.616 0.795 -0.1130 -0.0716 -0.0465
H -3.634 -10.076 -6.094 0.0078 -0.0548 0.0083
H 3.519 -4.782 -4.150 0.0232 0.0046 0.1072
H -0.110 -8.198 -1.998 0.0073 0.0206 -0.0401
H -1.585 -11.497 -6.383 -0.0338 0.0286 0.0874
H -1.179 4.887 6.301 0.0057 0.0191 0.1106
H -0.579 3.212 -3.882 -0.0398 0.0586 -0.0815
H -0.712 -9.874 -2.032 -0.0389 -0.0233 -0.0188
H -4.058 2.739 5.072 -0.0522 -0.1162 0.0131
H 3.338 -2.650 0.060 0.0179 -0.0473 -0.0562
H -0.385 -0.925 -1.353 0.0831 0.0251 -0.1450
H 0.168 2.319 -1.086 0.0613 -0.2325 0.0359
H -3.522 1.061 3.315 -0.0347 -0.0526 0.1302
H 2.726 1.131 -1.909 0.0312 0.1179 0.0104
H -2.615 3.874 6.518 0.0360 -0.0741 0.1027
H 3.222 -7.267 -4.403 -0.0208 0.0132 -0.0336
H -1.825 4.380 0.086 -0.1345 0.0549 -0.0332
```
Forces are in eV/Å.

SMILES ... CC(C)=CCC[C@@H](C)CCB1OB(CCC(=O)O)OB(C[C@@H](C)OCc2ccccc2)O1.CCOC(=O)OC.CCOC(=O)OC

These are the Mulliken partial charges, in e, on atoms 1 to 6: number 1, O, carries -0.311; number 2, O, carries 0.011; number 3, O, carries 0.054; number 4, O, carries -0.563; number 5, O, carries -0.346; number 6, O, carries -0.305


no.,energy (eV),strongest force on any atom (hartree/bohr)
1,-35527.1006,0.027
2,-9392.0367,0.034
3,-5714.3700,0.009
4,-6743.1983,0.091
5,-138817.9663,0.021
6,-59614.5284,0.017